A molecular structure, C3H6KO4. Source: OMol25; level of theory: ωB97M-V/def2-TZVPD.

Structure (XYZ):
```
14
Properties=species:S:1:pos:R:3:mulliken_spin:R:1
O -0.48844 -1.05976 -1.07242 0.00
C -0.33895 -2.42557 -1.05063 0.00
O -1.26645 -3.11959 -0.63768 0.00
O 0.87110 -2.74992 -1.19332 0.00
K 2.23494 -0.58585 -1.24549 0.00
O 1.16504 1.61137 0.10200 0.87
C 1.35619 2.21461 1.30473 -0.01
H 2.27326 1.91074 1.83616 0.02
H 0.53879 1.79727 1.94257 0.10
H 1.32522 3.31115 1.20752 0.02
C -1.64352 -0.33479 -0.36983 0.00
H -1.69272 0.75298 -0.48507 0.00
H -1.84510 -0.66891 0.65641 0.00
H -2.48936 -0.65374 -0.99495 0.00
```

Results
E_tot ... -27721.202 eV
Spin multiplicity ... 2
LUMO energy (alpha / beta) ... -0.624 / -2.713 eV
Energy above the lowest of the compared OMol25 structures with the same formula, charge and spin ... 0.153 eV
Orbital gap (alpha / beta) ... 7.24 / 5.15 eV

***

C4H6O2 in the gas phase. Source: OMol25; level of theory: ωB97M-V/def2-TZVPD.

Structure (XYZ):
```
12
Properties=species:S:1:pos:R:3:mulliken_charge:R:1
C 1.41549 -0.16643 -0.41204 -0.98
C 0.19857 -0.85698 -0.31287 0.41
O -0.95599 -0.30744 -1.00820 -0.41
C -1.47814 0.75623 -0.15215 -0.48
C -0.95428 0.45449 1.08122 0.04
O -0.19787 -0.60718 0.97724 -0.46
H 0.95021 0.99919 -0.53805 0.17
H 1.80969 -0.31721 -1.36409 0.39
H 1.87988 -0.33487 0.56981 0.33
H 0.25453 -2.04671 -0.42204 0.25
H -1.86947 1.83811 -0.49253 0.24
H -1.05262 0.58879 2.07372 0.49
```

Results
E_tot ... -8336.282 eV
SMILES ... CC1OC=CO1
Spin multiplicity ... 1
LUMO energy ... 1.039 eV
Energy above the lowest of the compared OMol25 structures with the same formula, charge and spin ... 4.179 eV
Orbital gap ... 9.17 eV

***

A molecular structure, C28H36GeIrO5Sb2. Source: OMol25; level of theory: ωB97M-V/def2-TZVPD.

Structure (XYZ):
```
73
Properties=species:S:1:pos:R:3:mulliken_spin:R:1
Ir 0.98378 0.49083 -0.07131 2.16
O -3.04656 -0.18613 -1.81745 0.01
C -1.83530 -0.34489 -1.37252 0.01
O -1.01511 0.56467 -1.27914 0.09
C -1.49918 -1.77755 -1.03065 -0.01
O -0.54924 -1.86159 0.01273 0.04
C -1.11971 -1.87094 1.32949 -0.01
C -1.07538 -0.50283 1.98043 0.02
O -1.92318 0.02472 2.61044 0.01
O 0.18052 0.05298 1.79185 0.16
H -3.22824 0.73802 -2.06814 0.00
H -1.04702 -2.21160 -1.92625 0.00
H -2.40672 -2.33992 -0.80992 0.00
H -0.51310 -2.54356 1.93659 0.00
H -2.14578 -2.23626 1.31199 0.00
C 1.36920 4.00060 -2.66350 0.06
Sb 1.82435 2.00741 -2.11825 0.17
C 1.44403 1.02583 -3.95448 0.01
C 4.06003 2.12062 -2.03499 0.05
C 4.62024 1.22220 -3.01495 0.20
C 4.86676 1.69317 -4.32916 0.00
C 5.34937 0.85713 -5.28832 0.12
C 5.59737 -0.51107 -4.97617 0.20
C 5.37510 -0.99997 -3.70314 -0.05
C 4.91179 -0.16853 -2.68948 0.21
C 4.76622 -0.70203 -1.32199 0.04
Sb 2.75454 -1.44690 -0.86704 0.27
C 3.19859 -2.85804 0.64703 0.03
C 2.46332 -2.67386 -2.57087 0.03
H 1.76001 4.17389 -3.66549 0.01
H 1.80863 4.69324 -1.95478 0.00
H 0.28599 4.11543 -2.67100 0.01
H 2.07512 1.41819 -4.75001 0.00
H 0.40219 1.21736 -4.21181 0.00
H 1.59468 -0.04724 -3.86128 -0.01
H 4.26708 1.88272 -0.99621 0.00
H 4.25799 3.17158 -2.24371 0.02
H 4.68461 2.73736 -4.55203 0.00
H 5.55864 1.21913 -6.28622 0.00
H 5.98944 -1.16317 -5.74646 0.00
H 5.61465 -2.03142 -3.47843 0.00
H 5.00199 0.01097 -0.53463 0.01
H 5.39110 -1.58646 -1.19692 0.01
H 4.20987 -3.23641 0.50528 0.01
H 2.49306 -3.68231 0.54877 0.00
H 3.10655 -2.39742 1.62871 0.00
H 3.29414 -3.37663 -2.62959 0.01
H 2.41231 -2.09288 -3.48813 0.00
H 1.54188 -3.24047 -2.44485 0.00
Ge 0.93761 1.34110 3.03334 -0.01
C 1.54542 2.68141 1.79360 0.11
C 2.90251 3.00090 1.64755 -0.03
C 3.27703 4.18952 1.03665 -0.01
C 2.30453 5.07124 0.57685 0.03
C 0.95253 4.76717 0.71393 -0.01
C 0.57423 3.57591 1.30972 0.02
C 2.18019 0.21163 3.94110 -0.03
C 3.43100 -0.11338 3.40778 0.02
C 4.30633 -0.92269 4.11344 0.01
C 3.94122 -1.41030 5.36402 0.00
C 2.69950 -1.10015 5.89993 0.00
C 1.81976 -0.29335 5.19107 0.00
H -0.32861 1.73400 3.77381 0.00
H 3.66690 2.36337 2.07191 0.00
H 4.32430 4.45397 0.96337 0.00
H 2.60136 6.01535 0.13662 0.00
H 0.20068 5.47481 0.38905 0.00
H -0.48068 3.36677 1.45413 0.01
H 3.73230 0.26796 2.43607 0.01
H 5.28086 -1.16123 3.70735 0.00
H 4.63118 -2.02614 5.92506 0.00
H 2.41967 -1.47578 6.87471 0.00
H 0.85624 -0.05435 5.62689 0.00
```

Results
E_tot ... -112258.465 eV
Spin multiplicity ... 5
LUMO energy (alpha / beta) ... -8.244 / -11.837 eV
Energy above the lowest of the compared OMol25 structures with the same formula, charge and spin ... 0.000 eV
Total charge ... +3
Orbital gap (alpha / beta) ... 7.65 / 4.69 eV

***

9 unconnected molecules or ions with the total composition C42H72O24. Source: OMol25; level of theory: ωB97M-V/def2-TZVPD.

Structure (XYZ):
```
138
Properties=species:S:1:pos:R:3:mulliken_spin:R:1
C 5.44255 0.21215 2.92272 0.00
O 4.86804 1.52274 2.96713 0.00
C 4.66251 2.13965 1.70492 0.00
C 5.80684 2.92342 0.93341 0.00
O 6.32791 4.07429 1.50012 0.00
C 5.40509 5.06271 1.65103 0.00
H 6.44571 0.38600 2.53345 0.00
H 4.84433 -0.54467 2.41530 0.00
H 5.42389 -0.11546 3.96216 0.00
H 3.77731 2.76604 1.81523 0.00
H 4.23339 1.36664 1.06741 0.00
H 5.58305 3.06236 -0.12429 0.00
H 6.57171 2.14715 0.95512 0.00
H 4.88259 5.00459 2.60587 0.00
H 4.80961 5.18492 0.74629 0.00
H 6.12438 5.88051 1.69496 0.00
C -1.57923 1.56920 0.31335 0.00
O -2.36056 0.94755 1.26867 0.00
C -2.41906 1.53694 2.59199 0.00
C -3.13835 0.58155 3.58479 0.00
O -2.57309 -0.74622 3.61264 0.00
C -3.44598 -1.63894 4.41205 0.00
H -0.55884 1.75091 0.65082 0.00
H -1.84879 2.61426 0.16075 0.00
H -1.61496 1.09349 -0.66671 0.00
H -2.88407 2.52094 2.65213 0.00
H -1.46169 1.77521 3.05543 0.00
H -4.11821 0.34989 3.16730 0.00
H -3.16662 0.99739 4.59196 0.00
H -2.72421 -2.34253 4.82689 0.00
H -4.22021 -2.03761 3.75650 0.00
H -4.05508 -1.12336 5.15453 0.00
C 4.39675 8.28973 0.72222 0.00
O 3.82964 7.45485 -0.27857 0.00
C 2.62049 6.89938 0.14785 0.00
C 1.84799 6.33720 -1.11041 0.00
O 2.58150 5.40196 -1.90383 0.00
C 2.63405 4.11167 -1.41603 0.00
H 5.38729 8.55257 0.35094 0.00
H 4.58927 7.67918 1.60441 0.00
H 3.79100 9.13472 1.04957 0.00
H 2.06758 7.73836 0.57034 0.00
H 2.72513 6.09870 0.88002 0.00
H 1.50048 7.09539 -1.81219 0.00
H 1.02763 5.78192 -0.65568 0.00
H 3.48981 3.94755 -0.76117 0.00
H 2.99227 3.54506 -2.27552 0.00
H 1.75933 3.64974 -0.95824 0.00
C -3.89762 -0.50763 -2.81718 0.00
O -4.23627 -0.46846 -1.41664 0.00
C -4.78059 -1.56223 -0.77580 0.00
C -4.85203 -1.22219 0.71694 0.00
O -5.98354 -1.85278 1.25033 0.00
C -5.86908 -3.20187 1.60727 0.00
H -4.83332 -0.56895 -3.37288 0.00
H -3.31746 -1.40223 -3.04345 0.00
H -3.33851 0.36858 -3.14546 0.00
H -4.07049 -2.36452 -0.97627 0.00
H -5.76717 -1.80845 -1.16839 0.00
H -5.18456 -0.18435 0.73735 0.00
H -4.04738 -1.34772 1.44143 0.00
H -5.41907 -3.70911 0.75386 0.00
H -6.79590 -3.70840 1.87658 0.00
H -5.25905 -3.34936 2.49846 0.00
C -3.20371 -6.71529 -1.09312 0.07
O -2.99919 -7.77537 -0.17136 0.71
C -1.72249 -7.87641 0.44021 0.04
C -1.22032 -6.65186 1.36600 0.07
O -2.31607 -6.38196 2.16952 0.01
C -2.33176 -5.23607 3.12329 0.01
H -4.28525 -6.80422 -1.19544 0.01
H -2.64076 -6.97833 -1.98867 0.04
H -2.89462 -5.71782 -0.78068 0.01
H -1.14845 -8.14143 -0.44768 0.05
H -1.70616 -8.79162 1.03200 0.00
H -0.95573 -5.72836 0.85098 0.00
H -0.30750 -6.95121 1.88104 0.00
H -2.96299 -5.53108 3.96151 0.00
H -2.72177 -4.30333 2.71587 0.00
H -1.31070 -5.06043 3.46193 0.00
C -2.63396 3.04285 -6.68731 0.00
O -1.55924 2.89384 -5.77038 0.00
C -1.39366 1.57420 -5.20484 0.00
C -1.10096 0.36490 -6.15508 0.00
O 0.00247 0.72808 -6.99250 0.00
C 0.67504 -0.35135 -7.58388 0.00
H -2.65877 2.57236 -7.67022 0.00
H -2.77638 4.08721 -6.96506 0.00
H -3.62721 2.87679 -6.27020 0.00
H -2.29338 1.48049 -4.59672 0.00
H -0.48845 1.49614 -4.60267 0.00
H -1.90964 0.00137 -6.78909 0.00
H -0.93516 -0.56501 -5.61114 0.00
H 0.89789 -1.15466 -6.88165 0.00
H 1.57268 0.20306 -7.85771 0.00
H 0.22248 -0.76507 -8.48506 0.00
C -0.46013 -1.68886 -0.58225 0.00
C 0.50301 -0.91784 -1.13257 0.00
C 1.46141 -0.09592 -0.34416 0.00
O 2.15736 0.70910 -0.80228 0.00
C 1.31804 -0.42038 1.15641 0.00
C 0.34770 -1.15447 1.63354 0.00
C -0.68704 -1.86166 0.84467 0.00
O -1.49378 -2.67066 1.24401 0.00
O 0.17345 -1.15359 2.97956 0.00
O 0.38547 -0.69090 -2.44688 0.00
H -1.16546 -2.19263 -1.22654 0.00
H 1.99352 0.03332 1.86653 0.00
H -0.73026 -1.43767 3.13517 0.00
H 1.15145 -0.20366 -2.75908 0.00
C -1.24443 -4.31337 -3.40451 0.00
C -0.03015 -4.40365 -2.75624 0.00
C 1.29223 -4.13132 -3.38033 0.00
O 2.41694 -4.23287 -2.86263 0.00
C 1.08650 -3.77817 -4.78685 0.00
C -0.11381 -3.55714 -5.38013 0.00
C -1.41488 -3.93878 -4.75410 0.00
O -2.54412 -3.93909 -5.21106 0.00
O -0.24981 -3.15629 -6.71145 0.00
O 0.19868 -4.90939 -1.50908 0.00
H -2.12988 -4.59164 -2.85228 0.00
H 2.00932 -3.77410 -5.34791 0.00
H -1.18562 -3.07334 -6.90884 0.00
H 1.13728 -4.92876 -1.30848 0.00
C 3.43333 2.85684 6.98320 0.00
C 3.04362 1.57340 6.86874 0.00
C 2.44945 0.98388 5.63930 0.00
O 2.22031 -0.21421 5.60288 0.00
C 1.97657 1.97504 4.74983 0.00
C 2.26490 3.27279 4.79771 0.00
C 3.10625 3.88090 5.89928 0.00
O 3.45895 5.06574 5.93046 0.00
O 1.63143 4.17367 3.94946 0.00
O 3.22570 0.67543 7.93021 0.00
H 3.99687 3.22603 7.82731 0.00
H 1.25148 1.67689 4.00703 0.00
H 0.70371 3.95188 3.84110 0.00
H 3.16014 -0.21448 7.57613 0.00
```

Results
E_tot ... -93836.836 eV
Spin multiplicity ... 2
LUMO energy (alpha / beta) ... -4.680 / -8.905 eV
Total charge ... +1
Orbital gap (alpha / beta) ... 5.86 / 1.63 eV

***

A molecular structure, C26H32BCoN3O2Se2. Source: OMol25; level of theory: ωB97M-V/def2-TZVPD.

Structure (XYZ):
```
67
Properties=species:S:1:pos:R:3:mulliken_spin:R:1
Co -0.67549 -0.81701 -0.38802 3.27
N 6.52837 -0.45632 6.81837 0.00
C 5.71687 -0.52645 6.00777 0.00
C 4.70157 -0.61409 4.99345 0.00
C 4.58294 -1.77494 4.23343 0.00
C 3.60755 -1.85385 3.25461 0.00
C 2.74395 -0.78394 3.03758 0.00
C 2.86407 0.37132 3.80425 0.00
C 3.84367 0.46142 4.77801 0.00
C 1.69297 -0.87427 1.98706 0.02
C 0.36446 -0.90806 2.42421 0.06
C -0.10119 -0.92648 3.76206 0.04
C -1.47885 -0.99196 3.71606 0.01
C -1.82199 -1.01981 2.35514 0.02
N -0.73517 -0.97951 1.57715 -0.03
C 2.12433 -0.90204 0.65823 0.05
C 3.46093 -0.77569 0.20155 0.03
C 3.42908 -0.77949 -1.17509 0.01
C 2.07622 -0.89816 -1.53099 0.01
N 1.28856 -0.98282 -0.45724 -0.02
H 5.25187 -2.60543 4.41179 0.00
H 3.51036 -2.75312 2.65949 0.00
H 2.19606 1.20560 3.63055 0.00
H 3.94876 1.35948 5.37116 0.00
H 0.52346 -0.90562 4.64089 0.00
H -2.16733 -1.02142 4.54468 0.00
H -2.81205 -1.07101 1.92156 0.01
H 4.32868 -0.67750 0.83455 0.00
H 4.25831 -0.69328 -1.85803 0.00
H 1.64602 -0.90694 -2.52317 -0.01
C -0.42842 -0.50773 -4.96660 0.02
Se -1.18864 -1.01168 -3.24843 0.11
C -0.55276 -2.85905 -3.15310 0.00
C -1.62696 -3.68585 -2.47289 0.01
Se -1.97399 -2.99479 -0.66882 0.05
C -0.67907 -4.08082 0.29672 0.01
H 0.65296 -0.61432 -4.96375 0.00
H -0.68912 0.53543 -5.12814 0.00
H -0.87978 -1.12095 -5.74093 0.01
H 0.37154 -2.89983 -2.57699 0.00
H -0.33962 -3.20368 -4.16510 0.00
H -1.34104 -4.72810 -2.34357 0.00
H -2.57647 -3.63892 -3.00013 0.00
H -0.97677 -5.12204 0.21217 0.00
H -0.71450 -3.76429 1.33590 0.00
H 0.31865 -3.92247 -0.10528 0.00
C -3.85255 2.94201 -0.20097 0.01
C -3.08030 2.64827 -1.47434 0.03
C -3.92898 2.90817 -2.69968 0.00
O -2.75060 1.20546 -1.43849 -0.20
B -1.48987 1.14242 -0.95171 0.70
O -0.82913 2.30739 -0.81714 -0.21
C -1.66618 3.30708 -1.51378 -0.03
C -1.09475 3.42946 -2.91580 0.02
C -1.55845 4.61780 -0.76735 0.00
H -4.72500 2.29037 -0.16110 0.00
H -4.19713 3.97649 -0.18038 0.00
H -3.24493 2.76286 0.68740 0.00
H -4.91155 2.45429 -2.57434 0.00
H -3.47256 2.49786 -3.59860 0.00
H -4.06972 3.98204 -2.83960 0.00
H -1.16591 2.48475 -3.45924 -0.01
H -0.04305 3.70495 -2.84417 0.00
H -1.61374 4.19778 -3.48934 0.00
H -1.80611 4.50198 0.28553 0.00
H -2.23120 5.35772 -1.20636 0.00
H -0.54134 5.00138 -0.84270 0.00
```

Results
E_tot ... -205037.553 eV
Spin multiplicity ... 5
LUMO energy (alpha / beta) ... -3.713 / -4.551 eV
Energy above the lowest of the compared OMol25 structures with the same formula, charge and spin ... 0.000 eV
Total charge ... +1
Orbital gap (alpha / beta) ... 6.96 / 6.10 eV